Version w
C2H11NO3 | ωB97M-V/def2-TZVPD

The geometry in ORCA input format:
```
! wB97M-V def2-TZVPD RIJCOSX def2/J DEFGRID3
* xyz 0 1
H 2.508 1.084 -0.148
H -3.359 -1.481 0.346
H 0.401 -1.978 0.184
H -1.421 1.964 -0.393
H 1.625 0.851 -1.629
H -0.747 -0.206 0.300
H 1.403 -1.281 1.404
O -2.185 2.106 0.176
O 0.167 0.041 0.486
H -2.960 0.026 0.376
C 1.011 -1.091 0.397
H -1.870 2.667 0.892
N 2.069 -0.947 -0.566
H 3.354 0.399 -1.510
H 1.875 -1.502 -1.392
O -2.632 -0.876 0.511
C 2.403 0.417 -1.002
*
```

Values from the calculation:
- HOMO level: -8.8 eV
- SMILES: CNCO.O.O
- E_LUMO: 0.632 eV

Version x
C2H11NO3 | ωB97M-V/def2-TZVPD

The geometry in ORCA input format:
```
! wB97M-V def2-TZVPD RIJCOSX def2/J DEFGRID3
* xyz 0 1
C -1.975 -2.104 -0.920
H -0.230 2.381 -1.353
H -1.530 -2.985 -0.482
H -2.279 -2.205 -1.966
H 1.580 1.427 2.201
H -0.145 -1.017 1.295
H -1.688 -0.343 -0.002
H 2.219 0.624 1.190
O 0.619 -0.890 0.727
N -1.274 -0.822 -0.795
H 0.471 0.111 -1.049
H -0.452 2.292 0.109
H 0.681 -1.567 -1.221
O -0.129 2.897 -0.562
H -2.964 -2.040 -0.495
C 0.153 -0.833 -0.615
O 2.461 1.324 1.815
*
```

Values from the calculation:
- HOMO level: -9.9 eV
- SMILES: CNCO.O.O
- E_LUMO: 0.347 eV

Energy relative to the most stable one, in kJ/mol: version w 0.0; version x 58.9

Version w
C5H5N5 | ωB97M-V/def2-TZVPD

The geometry in ORCA input format:
```
! wB97M-V def2-TZVPD RIJCOSX def2/J DEFGRID3
* xyz 0 1
C 0.369 0.924 -1.113
N -0.402 1.782 -1.318
C -1.270 -1.114 0.287
N -1.658 1.232 0.898
N 1.069 -1.397 -1.241
H 1.816 -1.949 -1.195
C -1.020 -0.007 1.061
N -1.267 -2.056 -0.336
H -1.365 2.002 1.541
H 0.550 -1.496 -2.092
H -0.457 -0.149 2.030
C 1.059 -0.179 -0.581
N 2.272 0.554 1.568
C 1.770 0.184 0.589
H -1.465 1.669 -0.098
*
```

Values from the calculation:
- HOMO level (alpha / beta): -8.4 / -8.1 eV
- E_LUMO (alpha / beta): -0.985 / -1.419 eV

Version x
C5H5N5 | ωB97M-V/def2-TZVPD

The geometry in ORCA input format:
```
! wB97M-V def2-TZVPD RIJCOSX def2/J DEFGRID3
* xyz 0 1
C -1.313 -1.483 -0.007
C -0.138 -0.620 -0.087
N 1.930 0.598 -0.067
C 1.255 -0.627 -0.034
N 2.057 -1.726 0.118
N -2.431 -0.742 0.029
C 1.237 1.772 -0.033
N -2.048 0.589 0.003
H 1.642 -2.651 -0.077
H -1.585 -2.593 -0.084
H 3.071 -1.510 0.064
N -0.107 1.887 0.069
H -2.717 1.305 0.209
H 1.794 2.678 0.159
C -0.710 0.714 -0.061
*
```

Values from the calculation:
- HOMO level: -8.8 eV
- SMILES: Nc1ncnc2[nH]ncc12
- E_LUMO: 0.718 eV

Energy relative to the most stable one, in kJ/mol: version w 379.7; version x 0.0

Version w
C5H13NS | ωB97M-V/def2-TZVPD

The geometry in ORCA input format:
```
! wB97M-V def2-TZVPD RIJCOSX def2/J DEFGRID3
* xyz 1 2
C 2.375 0.512 2.116
H 1.981 -1.398 2.749
H -0.726 -0.233 1.475
H 1.533 -1.422 -0.116
H -2.396 -0.705 -1.982
C 1.108 -1.314 0.888
C -1.978 -0.070 -1.199
N 2.072 -0.889 1.871
H 0.202 0.623 0.464
S -1.224 1.447 -1.887
H -1.900 2.391 -1.225
H 3.172 0.765 1.403
C -0.153 -0.413 0.551
H -2.715 0.218 -0.456
H 2.616 0.667 3.161
H 0.796 -2.298 1.237
H -0.143 -1.345 -1.299
H -1.446 -1.860 -0.136
C -0.923 -1.022 -0.610
H 1.513 1.133 1.872
*
```

Values from the calculation:
- HOMO level (alpha / beta): -12.2 / -12.2 eV
- E_LUMO (alpha / beta): -3.217 / -7.950 eV

Version x
C5H13NS | ωB97M-V/def2-TZVPD

The geometry in ORCA input format:
```
! wB97M-V def2-TZVPD RIJCOSX def2/J DEFGRID3
* xyz 1 2
N 0.222 -1.402 1.101
C 1.029 1.299 -0.291
H 2.067 2.115 -2.280
H 0.339 0.505 2.022
C -0.387 0.801 0.007
H 0.091 -3.446 0.878
H -1.793 -3.477 -0.522
H -1.221 -0.273 1.861
H -2.673 -2.694 0.824
H -1.895 -1.672 -0.132
H 1.804 0.578 -0.543
H -0.687 0.209 -0.851
H -1.034 1.622 0.314
C -1.751 -2.699 0.223
C -0.298 -0.030 1.321
H 1.029 -1.577 1.714
C -0.575 -2.620 1.184
H -0.776 -2.825 2.245
H 1.419 1.903 0.529
S 0.873 2.414 -1.769
*
```

Values from the calculation:
- HOMO level (alpha / beta): -12.3 / -12.3 eV
- E_LUMO (alpha / beta): -3.261 / -7.970 eV

Energy relative to the most stable one, in kJ/mol: version w 0.0; version x 30.2

Version w
C3HNO2 | ωB97M-V/def2-TZVPD

The geometry in ORCA input format:
```
! wB97M-V def2-TZVPD RIJCOSX def2/J DEFGRID3
* xyz 0 1
H 0.421 0.184 0.099
C -2.754 0.067 0.620
O -3.312 -0.404 1.520
C 0.192 -0.844 0.109
C -2.885 0.503 -0.706
O -2.209 0.810 -1.643
N -0.153 -1.932 0.198
*
```

Values from the calculation:
- HOMO level (alpha / beta): -9.2 / -9.2 eV
- SMILES: O=C=C=O.C#N
- E_LUMO (alpha / beta): -1.677 / -1.677 eV

Version x
C3HNO2 | ωB97M-V/def2-TZVPD

The geometry in ORCA input format:
```
! wB97M-V def2-TZVPD RIJCOSX def2/J DEFGRID3
* xyz 0 1
O -1.380 -1.078 -0.654
H 0.714 -1.944 1.562
C 0.712 -0.941 0.929
N -0.168 1.937 -1.295
C -0.362 -0.489 -0.108
O 1.418 -0.033 1.374
C -0.323 0.975 -0.530
*
```

Values from the calculation:
- HOMO level: -11.4 eV
- SMILES: N#CC(=O)C=O
- E_LUMO: -2.330 eV

Version y
C3HNO2 | ωB97M-V/def2-TZVPD

The geometry in ORCA input format:
```
! wB97M-V def2-TZVPD RIJCOSX def2/J DEFGRID3
* xyz 0 1
C 1.913 0.206 0.097
C -1.487 -0.164 -0.108
H -1.844 0.493 0.688
O -0.250 0.385 -0.673
N 3.071 0.132 0.163
C 0.509 0.132 0.346
O -1.912 -1.184 -0.514
*
```

Values from the calculation:
- HOMO level: -10.3 eV
- E_LUMO: -1.482 eV

Energy relative to the most stable one, in kJ/mol: version w 54.1; version x 0.0; version y 64.7

Version w
C4H12N3O | ωB97M-V/def2-TZVPD

The geometry in ORCA input format:
```
! wB97M-V def2-TZVPD RIJCOSX def2/J DEFGRID3
* xyz 1 1
N -2.378 -1.025 1.306
H 1.217 -0.581 0.721
H 0.293 1.771 1.512
C 1.668 -0.606 -0.323
H -1.548 0.123 3.385
H -2.451 -1.380 2.267
C -1.052 0.478 2.364
H 2.563 -0.478 -2.608
H 2.641 -1.087 -0.381
H -0.878 0.224 0.389
O -0.312 0.336 -1.064
H -0.764 0.431 -1.994
H -0.202 2.200 3.082
C 0.957 -0.205 -1.316
H 1.190 -1.239 -3.261
N -0.247 1.489 2.337
H -2.297 -1.594 0.514
N -1.399 -0.080 1.229
H 1.101 0.520 -3.280
C 1.516 -0.267 -2.719
*
```

Values from the calculation:
- HOMO level: -12.9 eV
- E_LUMO: -3.064 eV

Version x
C4H12N3O | ωB97M-V/def2-TZVPD

The geometry in ORCA input format:
```
! wB97M-V def2-TZVPD RIJCOSX def2/J DEFGRID3
* xyz 1 1
H -0.056 2.092 -3.264
N -1.250 -0.160 1.045
N 1.096 -0.232 1.167
H 2.992 -0.625 1.888
O 1.343 0.475 -2.010
C -2.462 -0.374 0.329
H 0.922 0.446 1.816
H -2.262 -0.197 -0.715
H -1.549 1.556 -2.643
N -0.520 1.477 -2.542
H 2.381 -1.776 0.782
H 3.067 -0.426 0.085
H 1.775 -0.271 -1.545
C -0.021 0.491 -1.814
H -3.278 0.188 0.789
C -0.086 -0.603 0.640
H -0.148 -1.541 0.100
C 2.468 -0.759 0.987
H -1.216 0.580 1.715
H -2.853 -1.465 0.462
*
```

Values from the calculation:
- HOMO level: -12.9 eV
- E_LUMO: -3.073 eV

Energy relative to the most stable one, in kJ/mol: version w 63.3; version x 0.0

Version w
CH2BrNO4 | ωB97M-V/def2-TZVPD

The geometry in ORCA input format:
```
! wB97M-V def2-TZVPD RIJCOSX def2/J DEFGRID3
* xyz 0 1
Br 2.149 -4.139 3.128
O 0.662 -0.817 1.855
H -1.088 1.788 -1.223
O -1.692 2.077 -1.956
H 3.257 -5.203 3.005
O -0.776 0.666 0.842
C 0.016 -0.049 1.292
O -1.570 3.162 -3.862
N -0.959 2.515 -3.081
*
```

Values from the calculation:
- HOMO level: -10.4 eV
- SMILES: O=C=O.O=NO.Br
- E_LUMO: 0.091 eV

Version x
CH2BrNO4 | ωB97M-V/def2-TZVPD

The geometry in ORCA input format:
```
! wB97M-V def2-TZVPD RIJCOSX def2/J DEFGRID3
* xyz 0 1
O -0.784 -1.057 1.159
N 0.093 1.153 0.122
O -0.853 1.613 -0.484
Br 2.049 -1.045 -0.063
O -0.256 -0.559 -1.536
H -0.194 -1.352 1.874
C 0.440 -0.221 -0.475
O 0.712 1.502 1.037
H -1.207 -0.034 -1.635
*
```

Values from the calculation:
- HOMO level (alpha / beta): -9.8 / -9.8 eV
- E_LUMO (alpha / beta): -1.473 / -1.473 eV

Energy relative to the most stable one, in kJ/mol: version w 0.0; version x 411.4